[1]
Here is a molecular structure, C43H54BI2N9OPV at a distorted geometry from the OMol25 dataset. Energies are from the ωB97M-V functional and the def2-TZVPD basis.

Summary:
* expectation value of S²: 3.761
* HOMO (alpha / beta): -9.74 / -10.57 eV
* HOMO-LUMO gap (alpha / beta): 7.43 / 8.26 eV
* molar mass: 1059.505 Da

```
! RIJCOSX wB97M-V def2-TZVPD def2/J DEFGRID3
* xyz 1 4
C 1.26 0.24 -4.75
C -4.35 0.52 -0.84
N 2.91 -1.13 -1.44
H -0.73 -0.13 -2.05
H -7.00 -2.28 -3.36
H 5.46 2.93 0.10
H -0.88 -5.17 4.55
C -4.70 2.10 0.68
C -4.58 -0.31 -2.02
N -3.19 0.71 -0.19
C 4.19 1.72 -1.17
C -0.25 3.83 -1.18
N -1.22 2.77 0.48
O 1.00 -0.29 0.09
C 4.43 -2.78 -2.26
H -0.08 -2.21 0.69
C 4.60 3.06 -0.57
C -5.34 1.35 -0.29
C -1.07 -3.18 3.77
H 5.03 -1.03 -1.12
H 0.14 -6.08 2.49
H 3.65 4.21 1.04
H -0.97 5.27 1.76
C 3.00 -3.19 -2.60
H 2.17 -2.95 -0.61
N -3.42 1.71 0.71
C 2.85 2.19 0.81
C -6.07 -1.73 -3.29
H -2.36 5.39 0.69
C -0.05 0.36 -2.75
C 2.34 -1.27 2.48
C 3.40 -1.67 3.50
H 3.78 1.83 -2.17
B -2.25 2.31 1.54
H 0.11 -1.40 -3.97
C -5.25 3.21 1.52
I -1.83 -3.35 -1.87
C -0.90 4.00 0.03
H 4.79 -3.36 -1.41
H 1.65 -0.33 -5.59
H 1.61 -2.05 2.29
C -3.71 -0.28 -3.11
C 4.31 -1.30 -1.89
H 5.15 -1.64 1.26
H 1.80 -0.38 2.82
H -0.81 6.10 0.21
H -6.45 -1.06 -1.29
H -5.19 2.96 2.58
H 4.88 3.78 -1.34
C -0.14 -5.03 2.55
H 2.64 3.97 -0.40
C -0.86 -2.33 2.69
C 4.57 -0.75 3.15
H -2.66 -5.03 0.03
C -0.30 -2.86 1.53
H 2.83 -4.26 -2.52
N 3.15 1.22 -0.26
C 1.12 2.30 -3.51
C -1.66 1.07 3.74
C 0.42 -0.37 -3.83
C -4.02 -0.98 -4.27
H -5.43 -2.23 -5.28
C 0.06 -4.20 1.46
C -1.86 2.23 4.65
N -0.82 1.83 -0.40
H -2.90 2.54 4.68
H -1.26 3.08 4.34
H 1.78 2.21 1.01
C -0.71 -4.52 3.70
C 4.55 -0.79 1.62
H -3.33 -0.95 -5.11
C -5.77 -1.04 -2.13
C 0.30 1.69 -2.56
H 0.12 4.62 -1.83
H 5.52 -1.08 3.56
H -1.53 -2.80 4.67
N -1.68 1.17 2.39
H -6.30 3.36 1.26
I -4.13 -2.98 0.89
V -1.26 -0.01 -0.12
H 4.48 -0.67 -2.77
C -0.22 2.45 -1.42
H 0.51 -4.59 0.55
P 2.48 -0.28 -0.09
C -3.22 -4.28 -0.53
H -4.00 -4.72 -1.13
H 2.74 -2.86 -3.61
H 3.37 1.94 1.74
N 3.14 -0.98 1.27
H -1.28 -0.66 5.03
C 1.61 1.57 -4.59
N -1.40 -0.02 1.82
H 1.37 3.35 -3.41
H -2.82 0.33 -3.06
H 3.69 -2.71 3.34
H -1.55 1.94 5.66
C -1.21 -0.91 2.82
C -5.19 -1.70 -4.37
C 3.39 3.51 0.25
H 4.96 0.12 1.17
H 4.36 0.26 3.50
C -1.37 -0.24 4.05
H 5.12 -2.93 -3.09
H -4.71 4.14 1.35
C 2.19 -2.41 -1.57
H -6.36 1.43 -0.61
H -2.61 3.22 2.21
H 1.16 -2.23 -1.88
H 2.25 2.05 -5.31
H 3.05 -1.55 4.52
C -1.27 5.26 0.72
H 5.04 1.05 -1.23
*
```

=====

[2]
Here is a molecular structure, C43H54Cl2FN4O2 at a distorted geometry from the OMol25 dataset. Energies are from the ωB97M-V functional and the def2-TZVPD basis.

Summary:
* HOMO: -10.66 eV
* HOMO-LUMO gap: 4.04 eV
* molar mass: 748.835 Da

```
! RIJCOSX wB97M-V def2-TZVPD def2/J DEFGRID3
* xyz 1 1
Cl -2.69 1.09 6.02
N 0.93 -1.31 -1.16
H -4.59 -2.13 2.05
C -1.19 -1.33 -2.20
C 1.58 -4.53 0.41
H -4.69 -3.03 -0.37
H 2.69 -1.20 -5.35
C 0.19 -0.26 -0.64
O 5.27 -0.72 3.76
C 0.21 3.03 -1.59
C 1.83 0.60 2.52
C 0.07 -2.14 -2.02
H 1.79 0.89 -4.27
H -3.95 -0.50 2.32
H 0.57 -2.38 -2.97
F -1.22 -0.34 1.95
C 1.92 -3.23 1.15
O 6.41 0.03 2.03
H 1.92 1.10 -2.51
C -3.55 2.38 5.30
H 0.91 3.40 -2.35
C -4.82 4.48 4.10
H -5.39 0.77 0.17
H 3.97 0.93 -4.59
C -2.15 0.64 -0.87
C 2.64 -3.59 2.46
H 5.13 -0.26 -4.01
H -1.16 4.49 -3.47
H 3.20 0.36 4.18
C -2.85 2.90 -0.37
H 0.92 0.47 3.10
H -2.56 3.95 -0.23
H -1.82 -2.33 -0.14
H -0.14 -3.10 -1.52
H -2.03 1.82 -3.95
C -1.05 1.90 -3.47
H 2.50 -5.07 0.15
H 0.93 -0.22 -3.20
H -0.35 2.36 -4.17
C 2.90 -1.66 -4.37
H 1.03 -4.33 -0.52
H 5.42 -1.35 -2.42
H -0.36 1.14 0.83
C 2.88 1.18 0.38
C -4.08 2.46 0.09
C -1.76 4.07 -2.64
C -3.67 -1.25 0.29
N 5.38 -0.01 2.72
H -1.25 -0.90 -3.21
C 3.31 -1.23 -1.91
H 2.08 -2.35 -4.14
H -6.69 3.44 4.47
H 0.12 3.78 -0.79
C -2.05 2.04 -1.13
C 1.73 0.74 1.10
H 2.95 -2.69 3.00
H 3.52 -4.22 2.28
C 4.22 0.71 2.32
H -0.71 0.89 -3.25
C 4.12 1.19 0.99
C 3.07 0.56 3.13
H -4.02 -2.07 -1.70
H 0.09 -2.16 0.75
H 4.51 -2.57 1.53
C 0.45 0.54 0.47
N -2.79 3.40 4.87
H 3.82 -2.25 -4.46
H -4.81 3.16 0.51
C -4.47 -1.13 1.60
H -5.47 1.47 5.56
C -3.42 4.41 4.28
C 4.14 -2.25 0.55
C 5.09 -1.87 -0.38
H -1.76 -1.15 1.44
C -4.95 2.34 5.18
H 0.86 -1.69 2.25
H 6.14 -1.86 -0.12
H 4.52 1.01 -2.91
H 5.03 1.46 0.46
H -2.78 3.93 -3.01
C 4.66 -1.50 -1.64
H -5.22 5.35 3.60
H -0.01 -3.25 2.13
H 0.62 2.13 -1.12
H -2.68 -2.87 1.34
C -4.51 -2.01 -0.73
C -3.35 0.17 -0.25
C 2.78 -2.30 0.24
H 2.77 1.49 -0.66
C 0.65 -2.54 1.60
H 0.96 -5.17 1.04
C -5.60 3.42 4.57
C 1.86 0.35 -3.31
H -2.11 -1.91 -2.05
H 1.97 -4.15 3.11
C -2.44 -2.02 0.69
H -1.77 4.81 -1.84
N -1.07 -0.27 -1.20
C 4.25 0.32 -3.72
C 3.06 -0.57 -3.30
H -5.48 -1.51 -0.87
H -5.48 -0.73 1.44
C -1.16 2.73 -2.20
C -4.37 1.11 -0.03
C 2.34 -1.62 -0.94
Cl -2.40 5.66 3.71
*
```

=====

[3]
Here is a molecular structure, C43H54Cl5NP3SeSiTi at a distorted geometry from the OMol25 dataset. Energies are from the ωB97M-V functional and the def2-TZVPD basis.

Summary:
* HOMO: -4.70 eV
* HOMO-LUMO gap: 6.91 eV
* molar mass: 1010.012 Da

```
! RIJCOSX wB97M-V def2-TZVPD def2/J DEFGRID3
* xyz -1 1
C 2.22 5.23 -1.10
Se -0.47 -3.00 -0.58
H -3.72 -1.53 -5.28
C -1.45 3.15 2.82
Cl 5.89 -1.49 -0.92
H -3.75 -2.94 -1.45
H -4.30 -2.47 -3.91
C -3.00 1.55 -0.26
C -3.90 -2.11 0.52
C -3.93 -1.49 -4.20
H -0.43 -3.01 4.57
Cl 3.66 1.58 2.93
H 0.51 2.63 -3.39
H 1.16 1.26 3.35
H -4.52 -2.95 0.86
H -2.32 2.67 3.25
C 2.11 -1.20 4.49
H 3.46 3.50 0.84
C 3.54 3.26 -0.22
H -6.13 -2.26 -0.77
C -4.54 3.31 -0.91
C -1.69 -3.77 3.01
H -0.47 5.60 -1.30
Cl 0.29 0.14 -2.53
H -4.73 -0.77 -4.06
H -2.60 -3.22 3.27
P -0.22 -1.32 2.87
H -2.01 -3.25 -3.34
P -2.66 -0.85 -1.63
C -2.50 -0.94 4.50
H -2.00 -1.60 5.21
C 4.47 -0.88 -0.16
H 1.75 5.56 -2.02
C -2.62 -1.17 -3.47
H 2.47 3.32 -2.03
Cl 6.13 0.38 1.56
C -4.84 2.63 -2.09
C -3.63 2.78 -0.03
C 4.56 -0.04 0.97
H -5.42 0.70 4.09
H 0.60 4.39 -3.25
C -5.45 -1.60 -1.33
C -3.76 -0.47 4.81
H -3.36 3.34 0.85
H 1.67 5.68 -0.28
C 2.32 3.70 -1.01
C 0.70 0.90 4.26
H 0.77 -4.87 3.60
C 0.27 4.80 3.03
H -4.24 -0.74 5.74
C 0.24 3.30 1.13
H -5.67 -0.58 -1.02
N 1.86 -4.90 -0.31
H 2.67 -1.20 3.55
H -2.18 -0.25 -3.87
H -2.88 -2.29 0.85
C -3.36 0.83 -1.41
H -2.02 4.95 -1.84
H 2.09 -2.21 4.88
C -4.01 -1.97 -1.00
C -1.66 -2.32 -3.78
C 3.20 -1.18 -0.64
P 0.81 2.72 -0.51
C -3.79 0.70 2.71
H -1.75 -4.76 3.46
H -0.32 1.28 4.30
C 1.02 -4.11 -0.41
C -0.50 3.44 -1.63
H 1.74 -3.45 3.23
H -0.90 3.62 -3.74
H -5.00 4.27 -0.70
C -1.87 -0.61 3.30
H 0.74 5.61 3.57
C 0.71 -0.62 4.32
Ti 0.17 -0.50 -0.35
C 0.78 -3.93 3.05
H 1.74 4.79 1.50
H -5.71 -1.70 -2.38
H -4.49 0.89 -3.24
H -4.26 -1.21 1.01
C -4.42 0.34 3.89
C -0.90 4.22 3.49
C -0.03 3.52 -3.08
H -1.50 4.73 -0.17
C 2.13 -0.64 0.03
Cl 2.96 -2.16 -2.04
H -0.66 -2.14 -3.42
C 3.41 0.47 1.56
C -1.15 4.75 -1.20
H 3.69 2.19 -0.30
C 0.83 4.34 1.85
H 0.12 -0.93 5.19
H -1.28 2.67 -1.61
H -1.62 -2.46 -4.87
H 4.44 3.76 -0.61
H 3.23 5.66 -1.08
H 0.73 -4.17 1.99
Si -1.58 1.01 0.90
H 1.26 1.30 5.11
H -5.52 3.06 -2.81
C -4.25 1.40 -2.32
H 2.68 -0.58 5.19
H -1.37 4.58 4.40
C -2.49 0.26 2.40
C -0.42 -3.08 3.47
H -1.68 -3.90 1.93
C 2.12 0.20 1.09
C -0.89 2.64 1.65
H -4.31 1.34 2.01
*
```

=====

no.,E (eV)
1,-112782.717
2,-83270.889
3,-233779.281